Entry 1
ORCA calculation (ωB97M-V with the def2-TZVPD basis set) on C4H5ClOS as an isolated structure.

## Properties
HOMO energy in eV: -8.54
Lowest unoccupied orbital energy in eV: -0.41
Frontier orbital gap in eV: 8.1

```
12
C4H5ClOS | the Open Molecules 2025 dataset | ωB97M-V with the def2-TZVPD basis set
C 0.85 -0.77 -1.00
H 0.59 -2.50 -2.54
C 0.48 -1.55 -1.99
H 0.65 -0.66 1.25
C -0.18 -0.20 -1.96
O 2.76 -1.14 1.91
H 1.17 0.23 3.17
Cl 2.27 1.65 0.09
H -1.17 0.02 -1.68
H 0.02 0.54 -2.73
S 2.48 -0.31 -0.58
C 1.85 -0.59 1.99
```

natural (NBO) atomic charge list, values in e, 4 entries: -0.25, 0.24, -0.15, 0.10



Entry 2
ORCA calculation (ωB97M-V with the def2-TZVPD basis set) on C4H5ClOS as an isolated structure.

## Properties
HOMO energy in eV: -9.22
Lowest unoccupied orbital energy in eV: -0.86
Frontier orbital gap in eV: 8.4

```
12
C4H5ClOS | the Open Molecules 2025 dataset | ωB97M-V with the def2-TZVPD basis set
H -0.11 -0.45 -1.40
C 1.53 0.02 0.39
H -1.97 -0.35 0.92
C 0.32 0.91 0.19
C -0.30 -0.34 -0.38
Cl 0.40 2.36 -0.79
H -0.25 1.15 1.09
H 2.18 0.01 -0.51
C -1.77 -0.73 -0.10
O 0.68 -1.14 0.34
S -2.81 -1.48 -1.09
H 2.09 0.04 1.34
```

natural (NBO) atomic charge list, values in e, 4 entries: 0.18, -0.07, 0.18, -0.25



The structure with the greatest stability is entry 2.